(1)
C36H40BiFN7O4Si as an isolated structure, computed with wB97M-V/def2-TZVPD.

Last column: Löwdin charge in e.
Cartesian coordinates (Å):
Bi: 0.46 0.18 -0.24  1.88
C: -3.06 1.28 -0.46  -0.12
N: -1.78 1.69 0.12  -0.13
C: -1.87 2.36 1.41  -0.14
C: -1.88 1.42 2.56  -0.31
N: -0.90 0.63 2.88  0.19
C: -1.27 0.03 4.07  -0.24
C: -0.60 -0.90 4.85  -0.02
C: -1.21 -1.32 6.02  -0.10
C: -2.47 -0.83 6.41  -0.11
C: -3.16 0.09 5.64  -0.04
C: -2.54 0.50 4.47  -0.22
N: -2.91 1.39 3.48  0.16
C: -3.09 -0.09 -1.10  -0.39
N: -2.79 -1.19 -0.49  0.15
C: -3.35 -2.29 -1.34  -0.49
C: -2.48 -3.48 -1.54  -0.12
C: -2.51 -4.13 -2.76  -0.19
C: -3.11 -3.60 -3.91  -0.19
C: -3.55 -2.25 -3.86  -0.11
C: -3.60 -1.61 -2.66  -0.23
N: -3.66 -0.23 -2.33  0.13
H: -3.81 1.23 0.34  0.12
H: -3.41 2.02 -1.18  0.12
H: -1.30 2.32 -0.52  0.05
H: -0.96 2.96 1.50  0.12
H: -2.74 3.03 1.47  0.12
H: 0.37 -1.27 4.55  0.10
H: -0.71 -2.04 6.65  0.10
H: -2.90 -1.17 7.34  0.09
H: -4.12 0.47 5.94  0.10
H: -3.75 1.93 3.44  0.15
H: -1.98 -3.91 -0.67  0.03
H: -1.97 -5.08 -2.85  0.08
H: -3.11 -4.15 -4.84  0.05
H: -3.80 -1.71 -4.77  0.09
H: -3.68 0.50 -3.02  0.14
O: 4.32 1.88 0.31  0.08
C: 3.15 1.64 0.15  -0.56
O: 2.66 0.47 -0.16  -0.26
C: 2.08 2.76 0.30  -0.55
O: 2.40 3.92 0.47  0.08
O: 0.84 2.34 0.23  -0.26
C: -3.05 -2.27 2.62  -0.17
Si: -1.68 -3.35 1.98  0.66
C: -2.24 -5.13 1.75  -0.19
C: -4.71 -2.71 -0.71  -0.02
N: -0.18 -2.80 1.99  -0.05
C: 1.09 -3.32 1.95  -0.35
C: 1.41 -4.66 1.67  -0.05
C: 2.73 -5.11 1.64  -0.11
C: 3.77 -4.24 1.90  -0.11
C: 3.49 -2.91 2.21  -0.02
C: 2.18 -2.48 2.23  -0.26
F: 1.95 -1.19 2.54  0.03
H: -4.02 -2.73 2.45  0.03
H: -3.01 -1.32 2.09  0.01
H: -2.91 -2.11 3.69  0.02
H: -3.31 -5.24 1.90  0.03
H: -1.71 -5.78 2.46  0.03
H: -2.00 -5.48 0.74  0.02
H: -5.21 -3.39 -1.40  0.08
H: -4.53 -3.25 0.23  0.05
H: -5.36 -1.85 -0.51  0.07
H: 0.60 -5.34 1.48  0.09
H: 2.93 -6.15 1.41  0.09
H: 4.80 -4.58 1.86  0.09
H: 4.28 -2.20 2.44  0.12
C: 1.59 -2.81 -1.35  -0.08
N: 1.45 -1.49 -1.97  -0.37
C: 2.72 -1.08 -2.58  -0.08
C: 0.37 -1.46 -2.97  -0.18
C: 0.03 -0.04 -3.33  -0.26
C: -0.31 0.30 -4.64  -0.04
C: -0.59 1.61 -4.97  -0.09
C: -0.53 2.60 -3.99  -0.10
C: -0.21 2.26 -2.68  -0.13
C: 0.05 0.93 -2.33  -0.27
H: 1.83 -3.58 -2.10  0.10
H: 0.66 -3.09 -0.86  0.07
H: 2.39 -2.78 -0.61  0.08
H: 3.04 -1.84 -3.31  0.09
H: 3.47 -0.96 -1.81  0.08
H: 2.59 -0.13 -3.09  0.09
H: -0.52 -1.95 -2.55  0.11
H: 0.65 -2.04 -3.86  0.13
H: -0.34 -0.48 -5.39  0.11
H: -0.86 1.87 -5.99  0.10
H: -0.71 3.64 -4.25  0.10
H: -0.13 3.04 -1.94  0.09

relative energy (zero: lowest compared OMol25 entry of this formula, charge and spin)	232.7	kJ/mol
electronic energy	-2684.1416	hartree
total charge	-1


(2)
The molecule C2H2O2S2, computed with wB97M-V/def2-TZVPD.

Last column: natural (NBO) charge in e.
Cartesian coordinates (Å):
O: 0.11 -1.77 -0.09  -0.57
C: 0.49 -0.53 -0.12  0.27
S: 2.11 0.06 -0.05  0.14
C: -0.61 0.65 -0.01  0.26
O: -0.37 1.84 -0.07  -0.54
S: -2.11 -0.12 -0.08  0.02
H: 1.90 1.35 -0.03  0.17
H: -1.52 -1.47 0.45  0.26

relative energy (zero: lowest compared OMol25 entry of this formula, charge and spin)	121.0	kJ/mol
SMILES	O=C(S)C(=O)S
electronic energy	-1024.2166	hartree


(3)
C14H12N2O8PS2 as an isolated structure, computed with wB97M-V/def2-TZVPD.

Last column: natural (NBO) charge in e.
Cartesian coordinates (Å):
C: 8.59 -2.00 -1.87  -0.22
C: 8.38 -0.87 -2.19  -0.34
S: 8.12 0.77 -2.72  2.33
O: 8.45 1.61 -1.60  -0.93
O: 8.91 0.89 -3.91  -0.95
N: 6.59 0.81 -3.15  -1.23
S: 5.44 0.69 -2.05  2.07
O: 5.86 0.29 -0.73  -0.95
O: 4.49 1.77 -2.16  -0.96
P: 4.30 -1.01 -2.74  1.06
N: 3.25 -1.54 -1.70  -1.35
H: 8.94 -2.96 -1.58  0.23
H: 3.73 -0.55 -3.94  -0.07
H: 5.24 -1.98 -3.16  -0.06
H: 3.31 -1.04 -0.82  0.38
C: -2.07 -0.73 1.50  -0.25
C: -1.33 -1.83 1.36  -0.21
C: -0.13 -1.84 0.48  0.47
O: 0.53 -2.85 0.36  -0.47
C: 0.21 -0.58 -0.24  -0.22
C: -0.54 0.51 -0.09  -0.25
C: -1.73 0.52 0.79  0.49
O: -2.42 1.52 0.92  -0.54
H: -2.95 -0.70 2.13  0.24
H: -1.56 -2.75 1.87  0.22
H: 1.09 -0.60 -0.87  0.27
H: -0.31 1.44 -0.60  0.23
C: -7.95 1.01 3.09  -0.23
C: -7.22 -0.09 2.95  -0.22
C: -6.03 -0.12 2.07  0.48
O: -5.37 -1.13 1.95  -0.50
C: -5.67 1.14 1.36  -0.23
C: -6.39 2.24 1.50  -0.23
C: -7.59 2.27 2.37  0.48
O: -8.26 3.27 2.51  -0.49
H: -8.83 1.06 3.72  0.23
H: -7.46 -1.01 3.46  0.23
H: -4.78 1.10 0.74  0.26
H: -6.15 3.16 0.99  0.23

electronic energy	-2389.7208	hartree
total charge	-1


(4)
An isolated ion of composition C17H26NO2 and charge +1, computed with wB97M-V/def2-TZVPD.

Last column: natural (NBO) charge in e.
Cartesian coordinates (Å):
C: -3.61 -0.99 2.60  -0.60
C: -2.27 -1.29 1.95  -0.42
C: -2.22 -0.69 0.55  -0.22
N: -0.89 -0.82 -0.09  -0.41
C: -0.62 -2.22 -0.57  -0.29
C: 0.81 -2.41 -0.69  -0.08
C: 2.00 -2.55 -0.76  0.07
C: 3.44 -2.45 -0.55  -0.14
O: 3.67 -1.75 0.66  -0.49
C: 2.97 -0.56 0.75  0.25
C: 1.93 -0.46 1.67  -0.25
C: 1.17 0.69 1.75  -0.31
C: 1.46 1.78 0.92  0.30
O: 0.61 2.84 1.03  -0.50
C: 0.95 4.05 0.37  -0.26
C: 2.53 1.70 0.03  -0.31
C: 3.27 0.53 -0.05  -0.18
C: -0.65 0.18 -1.17  -0.23
C: -1.67 0.18 -2.30  -0.42
C: -1.30 1.27 -3.31  -0.60
H: -3.65 -1.42 3.60  0.24
H: -3.77 0.08 2.69  0.21
H: -4.43 -1.42 2.02  0.21
H: -1.47 -0.86 2.56  0.21
H: -2.12 -2.37 1.92  0.21
H: -2.45 0.38 0.62  0.23
H: -2.97 -1.16 -0.09  0.23
H: -0.17 -0.61 0.63  0.51
H: -1.12 -2.38 -1.52  0.25
H: -1.01 -2.92 0.17  0.25
H: 3.89 -3.44 -0.42  0.24
H: 3.91 -1.95 -1.41  0.21
H: 1.74 -1.30 2.33  0.24
H: 0.39 0.81 2.49  0.24
H: 0.19 4.77 0.68  0.21
H: 0.91 3.93 -0.72  0.17
H: 1.93 4.41 0.67  0.19
H: 2.79 2.53 -0.60  0.24
H: 4.10 0.48 -0.74  0.23
H: 0.35 -0.01 -1.57  0.24
H: -0.64 1.17 -0.69  0.23
H: -2.67 0.38 -1.92  0.21
H: -1.68 -0.78 -2.82  0.21
H: -2.02 1.28 -4.12  0.24
H: -1.31 2.25 -2.84  0.21
H: -0.31 1.10 -3.72  0.21

relative energy (zero: lowest compared OMol25 entry of this formula, charge and spin)	209.4	kJ/mol
SMILES	CCC[NH+](CC#CCOc1ccc(OC)cc1)CCC
electronic energy	-868.2988	hartree
total charge	+1


Number 1: gap between HOMO and LUMO 4.77 eV. Number 2: gap between HOMO and LUMO 9.06 eV. Number 3: gap between HOMO and LUMO 5.89 eV. Number 4: gap between HOMO and LUMO 9.44 eV.